An isolated molecule of C18H20N2O2. Source: the OMol25 dataset; level of theory: wB97M-V/def2-TZVPD.

Geometry as XYZ:
```
42
Properties=species:S:1:pos:R:3:forces:R:3:nbo_charge:R:1
O 2.698 1.434 -0.022 0.13 0.42 -0.04 -0.7459
C 2.647 0.220 0.705 0.08 -0.45 0.28 -0.0674
H 1.824 -0.408 0.336 0.08 -0.01 0.03 0.1729
C 2.440 0.525 2.186 -0.06 0.10 -0.46 -0.4037
H 3.260 1.155 2.533 0.05 -0.04 0.06 0.2092
H 2.445 -0.416 2.734 0.05 0.00 0.03 0.2331
C 1.111 1.244 2.438 0.21 -0.02 0.04 -0.4581
C -0.034 0.374 2.048 -0.09 -0.02 0.09 0.4158
N -0.103 -0.891 2.349 0.50 -0.07 0.26 -0.4818
C -1.273 -1.348 1.801 -0.42 0.52 -0.36 0.0701
C -1.832 -2.621 1.804 0.01 0.08 -0.02 -0.1951
C -3.031 -2.794 1.146 -0.01 -0.22 0.03 -0.2366
C -3.670 -1.735 0.498 -0.12 0.08 -0.08 -0.2266
C -3.133 -0.463 0.487 -0.08 0.13 -0.08 -0.2512
C -1.928 -0.282 1.145 0.02 -0.66 0.27 0.1719
N -1.121 0.818 1.335 0.04 -0.22 0.17 -0.3858
C -1.331 2.104 0.733 0.20 0.21 -0.62 -0.2246
H -0.989 2.900 1.400 -0.10 -0.05 -0.07 0.2169
H -2.404 2.222 0.562 0.09 0.05 0.10 0.2168
C -0.589 2.196 -0.612 -0.03 0.30 0.36 -0.0892
O -1.017 1.103 -1.403 -0.09 -0.05 -0.12 -0.5162
C -0.071 0.363 -2.052 0.13 -0.22 -0.07 0.2965
C -0.301 -1.007 -2.152 -0.12 0.25 0.11 -0.2080
C 0.607 -1.814 -2.808 0.05 0.00 -0.02 -0.2041
C 1.752 -1.269 -3.368 0.11 -0.10 -0.06 -0.2393
C 1.974 0.093 -3.281 0.06 -0.02 -0.02 -0.2125
C 1.067 0.915 -2.630 -0.23 0.15 0.06 -0.3076
H 1.236 1.981 -2.590 -0.01 0.09 0.02 0.2217
H 2.855 0.528 -3.731 0.06 0.04 -0.05 0.2142
H 2.464 -1.903 -3.874 0.06 -0.05 -0.05 0.2150
H 0.425 -2.876 -2.875 -0.03 -0.09 0.00 0.2172
H -1.192 -1.415 -1.700 -0.12 -0.05 0.09 0.2275
H 0.492 2.150 -0.438 -0.10 -0.01 -0.03 0.2145
H -0.836 3.143 -1.109 0.05 -0.09 0.05 0.1812
H -3.628 0.346 -0.030 -0.05 0.05 -0.07 0.2137
H -4.606 -1.917 -0.009 -0.07 0.00 -0.04 0.2117
H -3.491 -3.771 1.125 -0.03 -0.07 0.00 0.2111
H -1.334 -3.436 2.304 0.06 -0.10 0.06 0.2203
H 1.033 1.478 3.503 -0.05 0.09 -0.06 0.2349
H 1.098 2.177 1.877 -0.03 0.06 0.06 0.2183
H 3.585 -0.335 0.578 -0.12 0.01 0.03 0.1686
H 2.902 1.229 -0.941 -0.10 -0.04 0.08 0.4807
```
Forces are in eV/Å.

Properties
ΔE to the lowest compared entry with this formula, charge and spin	28.6	kcal/mol
SMILES string	OCCCc1nc2ccccc2n1CCOc1ccccc1
total charge	0
highest occupied orbital energy	-8.264	eV
E	-957.9178	a.u.